Entry 1:
Below is a molecular structure, C45H114F9MnN7O19S3 in a non-equilibrium geometry, with properties calculated with ωB97M-V/def2-TZVPD.

Output
M ... 1379.6 g mol⁻¹
Total charge ... 0
LUMO level (alpha / beta) ... 0.006 / 0.005 hartree
⟨S²⟩ ... 8.753
Spin multiplicity ... 6
DFT total energy ... -186125.8820 eV
Kohn-Sham gap (alpha / beta) ... 8.821 / 9.169 eV

Cartesian coordinates (Å):
Mn 18.804 14.812 11.552
C 16.575 17.615 14.220
F 17.780 17.394 14.776
F 15.638 17.663 15.178
F 16.642 18.865 13.694
S 16.233 16.244 12.838
O 14.856 15.766 12.935
O 16.504 16.987 11.612
N 17.521 15.080 13.044
S 17.164 14.369 14.418
O 16.312 15.038 15.413
O 16.853 12.964 14.211
C 18.886 14.290 15.331
F 18.687 13.772 16.559
F 19.683 13.523 14.643
F 19.457 15.471 15.465
C 23.215 14.659 13.414
F 22.631 14.486 14.565
F 23.354 15.929 13.166
F 24.384 14.027 13.403
S 22.072 13.943 11.955
O 20.760 14.501 12.190
O 22.642 14.440 10.718
O 22.173 12.489 11.988
C 11.686 15.878 15.127
C 11.727 17.422 15.383
C 11.286 18.311 14.155
O 11.303 19.679 14.483
C 12.615 20.325 14.536
N 10.906 17.704 16.536
H 10.671 15.785 14.741
H 11.806 15.331 16.062
H 12.382 15.524 14.367
H 12.709 17.739 15.733
H 10.281 18.015 13.853
H 11.867 18.257 13.234
H 13.180 20.337 13.604
H 13.220 19.813 15.284
H 12.436 21.365 14.809
H 10.162 18.279 16.168
H 11.437 18.439 16.981
C 17.792 18.434 17.977
C 18.657 17.945 19.167
C 19.860 17.024 18.713
O 20.916 17.704 18.074
C 21.947 16.804 17.739
N 19.119 19.141 19.783
H 17.346 17.572 17.481
H 18.401 18.846 17.172
H 16.995 19.092 18.321
H 18.049 17.363 19.859
H 19.476 16.256 18.042
H 20.252 16.545 19.610
H 22.681 17.197 17.036
H 21.557 15.998 17.117
H 22.450 16.313 18.572
H 19.946 19.406 19.266
H 19.576 18.863 20.639
C 20.155 11.562 9.799
C 18.710 11.718 10.344
C 18.138 10.338 10.782
O 16.749 10.498 11.185
C 16.132 9.433 11.799
N 18.726 12.640 11.524
H 20.822 10.978 10.433
H 20.618 12.535 9.635
H 20.220 11.036 8.847
H 18.056 12.115 9.568
H 18.757 9.824 11.517
H 18.035 9.689 9.913
H 16.645 9.340 12.756
H 16.182 8.485 11.265
H 15.099 9.716 12.004
H 19.362 12.157 12.143
H 17.842 12.477 11.985
C 13.854 12.715 15.874
C 12.587 12.050 16.541
C 11.355 12.137 15.578
O 10.156 11.834 16.286
C 8.974 11.907 15.521
N 12.972 10.670 16.906
H 14.111 12.298 14.900
H 14.735 12.511 16.484
H 13.750 13.792 15.746
H 12.428 12.608 17.464
H 11.472 11.447 14.743
H 11.245 13.157 15.208
H 8.721 12.901 15.152
H 8.128 11.666 16.163
H 9.032 11.186 14.706
H 12.223 10.347 17.502
H 13.718 10.730 17.585
C 20.285 18.683 10.562
C 20.566 17.668 11.639
C 21.150 18.209 13.035
O 20.147 18.732 13.843
C 20.588 19.330 15.070
N 19.323 16.926 11.871
H 19.526 19.439 10.762
H 20.128 18.336 9.541
H 21.161 19.313 10.414
H 21.324 17.014 11.209
H 22.004 18.838 12.783
H 21.486 17.382 13.662
H 20.867 18.557 15.786
H 19.746 19.764 15.609
H 21.296 20.143 14.913
H 18.663 17.659 11.654
H 19.413 16.978 12.876
C 18.690 16.278 7.614
C 18.348 15.680 8.965
C 17.137 14.732 8.926
O 16.814 14.570 10.259
C 15.625 13.807 10.394
N 19.544 15.055 9.480
H 19.634 16.820 7.566
H 17.933 16.966 7.236
H 18.903 15.441 6.950
H 18.164 16.531 9.622
H 17.389 13.806 8.409
H 16.326 15.201 8.369
H 14.760 14.361 10.031
H 15.522 13.617 11.462
H 15.576 12.799 9.982
H 20.277 15.719 9.273
H 19.747 14.350 8.786
C 18.436 8.963 19.666
C 19.044 9.458 18.292
C 18.430 10.805 17.906
O 20.446 9.514 18.388
H 18.933 8.094 20.097
H 17.405 8.679 19.456
H 18.442 9.652 20.511
H 18.779 8.697 17.559
H 17.416 10.687 17.524
H 19.012 11.260 17.105
H 18.474 11.545 18.705
H 20.746 8.623 18.582
C 21.704 12.845 17.708
C 22.531 12.353 18.855
C 23.305 13.370 19.655
O 21.519 11.742 19.580
H 22.348 13.444 17.065
H 20.840 13.440 18.005
H 21.348 11.973 17.158
H 23.289 11.641 18.529
H 22.898 14.374 19.775
H 24.264 13.543 19.167
H 23.433 12.940 20.649
H 21.157 11.034 19.041
C 14.641 19.521 9.400
C 13.892 18.205 9.494
C 12.793 18.244 10.546
O 13.402 17.973 8.186
H 15.207 19.727 10.309
H 13.948 20.349 9.253
H 15.360 19.571 8.582
H 14.612 17.419 9.722
H 13.288 18.608 11.446
H 12.353 17.248 10.582
H 11.930 18.879 10.342
H 13.103 18.794 7.791
C 20.302 8.636 13.675
C 20.638 10.024 14.228
C 22.123 10.362 14.495
O 20.266 11.037 13.359
H 20.882 7.867 14.185
H 20.528 8.587 12.609
H 19.255 8.422 13.885
H 20.031 10.213 15.113
H 22.241 11.227 15.148
H 22.696 10.443 13.572
H 22.528 9.492 15.012
H 21.064 11.428 12.996
C 18.807 22.540 15.911
C 17.452 22.222 15.279
C 16.244 22.117 16.185
O 17.234 23.164 14.295
H 19.598 22.607 15.163
H 19.013 21.685 16.555
H 18.803 23.435 16.532
H 17.567 21.243 14.813
H 16.406 21.254 16.830
H 15.335 21.967 15.603
H 16.053 22.923 16.893
H 16.387 23.600 14.410
C 14.994 16.064 19.855
C 14.886 15.041 18.807
C 16.251 14.319 18.534
O 13.915 14.069 19.143
H 15.598 16.904 19.512
H 15.307 15.746 20.850
H 14.042 16.556 20.053
H 14.525 15.485 17.878
H 16.698 13.838 19.403
H 16.940 15.031 18.079
H 16.111 13.535 17.790
H 13.106 14.558 18.976

=====

Entry 2:
Below is 12 unconnected molecules or ions with the total composition C45H117O21P3 in a non-equilibrium geometry, with properties calculated with ωB97M-V/def2-TZVPD.

Output
M ... 1087.3 g mol⁻¹
Total charge ... 0
LUMO level ... 0.020 hartree
DFT total energy ... -119433.1132 eV
Kohn-Sham gap ... 9.952 eV

Cartesian coordinates (Å):
C 5.042 -30.515 -5.590
C 6.520 -30.246 -5.760
O 6.776 -28.879 -5.755
P 6.373 -27.896 -6.887
O 5.105 -28.222 -7.501
O 7.586 -27.845 -7.893
C 9.002 -27.600 -7.552
C 9.684 -27.781 -8.847
O 6.391 -26.490 -6.200
C 5.451 -26.121 -5.223
C 5.936 -24.932 -4.494
H 4.656 -30.113 -4.593
H 4.366 -30.284 -6.444
H 4.862 -31.579 -5.437
H 7.105 -30.653 -4.951
H 6.829 -30.682 -6.780
H 9.099 -26.583 -7.103
H 9.260 -28.367 -6.860
H 9.416 -28.769 -9.158
H 9.272 -27.089 -9.564
H 10.716 -27.649 -8.729
H 4.501 -25.888 -5.578
H 5.466 -26.992 -4.548
H 5.192 -24.171 -4.274
H 6.359 -25.162 -3.535
H 6.809 -24.367 -5.026
C -0.493 -21.009 -5.929
C 1.012 -21.301 -5.787
O 1.326 -21.167 -4.368
P 1.316 -22.557 -3.616
O 2.266 -23.565 -4.082
O 1.502 -22.123 -2.122
C 2.354 -22.796 -1.174
C 1.745 -24.124 -0.593
O -0.218 -22.974 -3.660
C -0.767 -24.223 -3.193
C -1.691 -24.739 -4.269
H -1.166 -21.747 -5.541
H -0.761 -20.114 -5.405
H -0.763 -20.836 -6.961
H 1.397 -22.291 -6.140
H 1.564 -20.564 -6.336
H 3.302 -22.991 -1.672
H 2.411 -22.192 -0.311
H 2.352 -24.660 0.122
H 0.835 -23.950 -0.047
H 1.636 -24.799 -1.448
H 0.051 -24.897 -2.991
H -1.257 -24.062 -2.247
H -2.626 -24.175 -4.398
H -1.037 -24.932 -5.126
H -2.050 -25.666 -3.923
C 6.018 -27.640 -11.320
C 5.949 -26.362 -12.058
O 7.238 -25.745 -12.024
P 7.422 -24.694 -10.910
O 6.716 -23.470 -11.337
O 6.947 -25.269 -9.574
C 5.949 -24.582 -8.724
C 4.667 -25.311 -8.760
O 8.972 -24.564 -10.809
C 9.689 -23.939 -11.873
C 10.935 -23.302 -11.356
H 6.140 -27.579 -10.259
H 5.102 -28.219 -11.322
H 6.864 -28.218 -11.661
H 5.678 -26.530 -13.109
H 5.180 -25.595 -11.749
H 6.344 -24.537 -7.716
H 5.761 -23.558 -9.054
H 4.198 -25.118 -9.744
H 4.708 -26.393 -8.535
H 3.981 -24.859 -8.127
H 9.817 -24.668 -12.625
H 9.050 -23.126 -12.198
H 10.771 -22.551 -10.576
H 11.643 -24.078 -10.972
H 11.511 -22.866 -12.193
C 9.149 -23.058 -7.817
C 9.432 -23.479 -6.358
C 10.968 -23.447 -6.112
O 8.773 -22.502 -5.528
H 8.081 -22.964 -8.063
H 9.667 -23.831 -8.431
H 9.528 -22.042 -8.029
H 9.061 -24.484 -6.173
H 11.404 -22.469 -6.348
H 11.355 -24.318 -6.721
H 11.211 -23.669 -5.034
H 8.776 -22.770 -4.582
C 4.672 -14.936 -7.280
C 3.369 -15.356 -7.971
C 2.302 -14.277 -8.161
O 3.672 -15.898 -9.235
H 4.445 -14.383 -6.353
H 5.254 -14.367 -8.003
H 5.233 -15.836 -7.018
H 2.914 -16.037 -7.219
H 1.361 -14.734 -8.662
H 2.668 -13.454 -8.715
H 2.015 -14.020 -7.122
H 3.896 -16.835 -9.154
C 7.524 -24.008 -0.652
C 8.182 -22.796 -1.393
C 9.672 -22.731 -1.252
O 7.962 -22.925 -2.853
H 7.827 -23.924 0.452
H 8.015 -24.912 -0.954
H 6.406 -23.993 -0.761
H 7.628 -21.922 -1.098
H 9.999 -22.117 -2.087
H 10.148 -23.672 -1.125
H 10.021 -22.162 -0.441
H 7.231 -22.303 -3.154
C 1.147 -16.318 -4.136
C 1.235 -17.624 -4.963
C 0.205 -17.622 -5.997
O 2.505 -17.777 -5.519
H 0.045 -16.144 -3.866
H 1.514 -15.520 -4.793
H 1.678 -16.391 -3.195
H 1.113 -18.475 -4.299
H 0.148 -16.590 -6.472
H -0.764 -17.931 -5.680
H 0.462 -18.309 -6.853
H 3.179 -17.828 -4.826
C 6.455 -19.741 -12.530
C 7.889 -20.081 -12.245
C 8.264 -19.931 -10.797
O 8.216 -21.343 -12.712
H 6.289 -19.888 -13.609
H 6.102 -18.674 -12.392
H 5.741 -20.443 -11.941
H 8.568 -19.361 -12.693
H 8.129 -18.865 -10.632
H 9.331 -20.160 -10.582
H 7.637 -20.550 -10.133
H 7.481 -21.945 -12.402
C 0.532 -26.914 -7.155
C 1.322 -26.525 -5.896
C 2.099 -27.630 -5.304
O 2.107 -25.368 -6.235
H -0.184 -26.222 -7.554
H 0.031 -27.877 -6.964
H 1.272 -27.025 -7.979
H 0.518 -26.190 -5.172
H 1.519 -28.512 -5.007
H 2.653 -27.127 -4.491
H 2.818 -27.929 -6.089
H 1.985 -24.688 -5.492
C 8.048 -19.096 -3.324
C 6.649 -19.494 -2.842
C 5.617 -18.433 -3.274
O 6.239 -20.821 -3.308
H 7.988 -18.673 -4.373
H 8.845 -19.834 -3.301
H 8.443 -18.289 -2.729
H 6.577 -19.560 -1.758
H 5.545 -17.678 -2.474
H 4.656 -18.974 -3.438
H 5.969 -17.876 -4.151
H 6.267 -20.665 -4.292
C 5.052 -22.017 -6.519
C 6.040 -20.917 -6.926
C 5.396 -19.523 -7.224
O 6.922 -20.613 -5.832
H 5.534 -22.918 -6.162
H 4.248 -22.233 -7.208
H 4.555 -21.681 -5.645
H 6.619 -21.348 -7.788
H 4.712 -19.720 -8.066
H 6.124 -18.781 -7.528
H 4.697 -19.177 -6.523
H 7.655 -21.265 -5.817
C 2.576 -23.292 -10.900
C 3.344 -22.011 -11.200
C 2.441 -20.816 -10.863
O 4.571 -21.983 -10.485
H 3.258 -24.099 -11.067
H 1.705 -23.477 -11.524
H 2.255 -23.319 -9.882
H 3.550 -22.013 -12.282
H 1.817 -20.668 -11.715
H 3.052 -19.918 -10.786
H 1.975 -20.843 -9.895
H 5.217 -22.544 -10.945

=====

The lowest M belongs to which entry? C45H117O21P3

=====

What is the formula in the second record? C45H117O21P3